{
  "formula": "C64H39I4N5SSr",
  "method": "ωB97M-V/def2-TZVPD",
  "symbols": ["Sr", "I", "C", "C", "C", "C", "C", "C", "C", "C", "C", "C", "C", "C", "C", "C", "C", "C", "I", "C", "C", "C", "N", "C", "C", "C", "C", "C", "C", "I", "C", "C", "C", "C", "C", "C", "N", "C", "C", "C", "C", "C", "N", "C", "C", "C", "C", "I", "C", "C", "C", "C", "N", "H", "H", "H", "H", "H", "H", "H", "H", "H", "H", "H", "H", "H", "H", "H", "H", "H", "H", "H", "H", "H", "H", "H", "H", "C", "C", "C", "C", "C", "C", "C", "C", "C", "S", "C", "N", "H", "H", "H", "H", "H", "H", "H", "H", "C", "C", "C", "C", "C", "C", "C", "C", "C", "C", "H", "H", "H", "H", "H", "H", "H"],
  "positions_angstrom": [[-0.33187, 0.01618, 0.24015], [-5.66110, -0.31160, 8.49530], [-4.54074, 0.11846, 6.82497], [-3.33903, 0.81437, 6.94270], [-2.63978, 1.17133, 5.82123], [-2.97539, 0.73130, 4.51602], [-4.21483, -0.03536, 4.41570], [-4.97085, -0.32611, 5.52515], [-2.05291, 0.87856, 3.39862], [-0.93233, -0.05794, 3.62454], [-0.96333, -1.30633, 4.54118], [0.15100, -1.95411, 4.30103], [0.80105, -1.30321, 3.11608], [2.03869, -1.87206, 2.54468], [2.48185, -3.11357, 3.12831], [3.69769, -3.09701, 3.76147], [4.12074, -4.20646, 4.44771], [3.43149, -5.38249, 4.18907], [4.03512, -7.13838, 5.13629], [2.27468, -5.49257, 3.40649], [1.78428, -4.26941, 2.92219], [2.72160, -1.27949, 1.54223], [2.33758, -0.10101, 0.89072], [3.42244, 0.28478, 0.11861], [3.41311, 1.49425, -0.60320], [4.71776, 2.02101, -1.09927], [5.50045, 2.52199, -0.11038], [6.72778, 3.03134, -0.39233], [7.24365, 3.14886, -1.70069], [9.07754, 4.08261, -2.15614], [6.41710, 2.74516, -2.74571], [5.18834, 2.11529, -2.37244], [2.29892, 2.31635, -0.82481], [2.32452, 3.53616, -1.67695], [1.09933, 4.05371, -1.60745], [0.33112, 3.21222, -0.67621], [1.01901, 2.17806, -0.27159], [-1.11036, 3.58471, -0.36520], [-1.73901, 3.11173, 0.73943], [-3.06520, 3.45759, 1.21497], [-3.26003, 2.73085, 2.31028], [-2.09403, 1.85931, 2.42014], [-1.24471, 2.11708, 1.51839], [-1.84123, 4.58182, -1.18725], [-1.70270, 5.95402, -1.27867], [-2.34764, 6.65672, -2.28646], [-3.12183, 5.98037, -3.18947], [-4.21653, 7.15246, -4.49730], [-3.24183, 4.63910, -3.23094], [-2.54212, 3.90244, -2.23616], [4.49716, -0.56997, 0.28377], [4.09461, -1.59378, 1.17357], [0.12890, -0.15337, 2.80936], [-3.01466, 1.14573, 7.96208], [-1.76981, 1.71865, 6.01144], [-4.37369, -0.32395, 3.37282], [-5.89435, -0.85388, 5.46891], [-1.76140, -1.60141, 5.18049], [0.29319, -2.94441, 4.71043], [4.26649, -2.18085, 3.85543], [5.04793, -4.32762, 5.01683], [1.81124, -6.42374, 3.19742], [0.82883, -4.20027, 2.33501], [5.14432, 2.40787, 0.91678], [7.31307, 3.42981, 0.46369], [6.66497, 2.76309, -3.77417], [4.57599, 1.67044, -3.13318], [3.11492, 3.96002, -2.19046], [0.85987, 4.95652, -2.06070], [-3.70983, 4.27899, 0.87812], [-4.15258, 2.71950, 2.89892], [-1.24318, 6.42837, -0.44147], [-2.24725, 7.72210, -2.40325], [-3.98752, 4.05551, -3.88885], [-2.58727, 2.84094, -2.22368], [5.43993, -0.32697, -0.21584], [4.58870, -2.41713, 1.62272], [1.81462, -2.05539, -1.68496], [0.57740, -2.81081, -1.84650], [0.41114, -3.64480, -2.91018], [-0.77309, -4.21961, -3.17502], [-1.80402, -4.03156, -2.22286], [-3.03293, -4.70450, -2.38472], [-4.01682, -4.36406, -1.55208], [-3.91519, -3.38640, -0.48364], [-2.68761, -2.82387, -0.15673], [-2.56150, -1.85724, 1.30732], [-1.62378, -3.16192, -1.07107], [-0.39338, -2.52933, -0.97887], [1.85354, -1.55037, -0.66886], [1.79521, -1.30480, -2.45997], [2.73897, -2.58287, -1.81081], [1.22349, -3.73124, -3.62049], [-1.00800, -4.67568, -4.12656], [-3.19342, -5.39063, -3.19752], [-5.02665, -4.73508, -1.70158], [-4.81396, -3.28623, 0.10161], [0.30737, -0.68423, -5.86401], [0.91624, 0.06202, -4.79892], [0.25685, 0.22010, -3.61451], [-1.09854, -0.20689, -3.42000], [-1.79461, -0.00147, -2.18770], [-3.12357, -0.39012, -2.17133], [-3.74014, -1.04818, -3.25668], [-2.99290, -1.41129, -4.39710], [-1.63216, -1.02155, -4.49466], [-0.92282, -1.21067, -5.66090], [0.69159, -0.64546, -6.83321], [1.83653, 0.66653, -5.02262], [0.67626, 0.75414, -2.79812], [-3.82316, -0.29438, -1.31219], [-4.84271, -1.24493, -3.26252], [-3.35411, -2.10499, -5.15363], [-1.36022, -1.72550, -6.47965]],
  "atomic_forces_ev_per_a": [[0.05, -0.18, 0.12], [-0.31, -0.15, 0.39], [0.57, -0.31, -2.14], [-1.42, 0.05, 1.70], [-0.34, -0.97, -1.56], [-2.79, -0.42, 2.07], [2.54, 1.52, -0.82], [0.53, 0.84, 1.69], [3.04, -1.93, 1.35], [-1.22, -0.81, -0.73], [-0.89, 3.22, -0.81], [0.69, -1.05, -1.51], [2.09, -1.40, 0.66], [-5.46, 1.74, 2.25], [0.64, 0.49, -0.65], [0.74, 0.31, 1.60], [0.64, -1.55, -0.52], [-0.91, -0.89, 0.03], [0.30, -0.36, 0.20], [0.87, 2.13, 0.43], [-1.45, -1.54, -0.69], [2.70, 3.24, -2.98], [0.59, -1.34, 0.02], [-2.44, 0.54, 1.50], [-1.24, 0.25, -1.19], [-0.97, -0.40, 0.20], [0.53, -0.12, 1.50], [2.40, 1.46, 0.72], [-1.22, 0.08, -0.14], [-0.28, -0.20, 0.27], [-1.10, -1.21, 1.99], [0.63, 0.30, -1.67], [0.32, 0.37, -0.28], [-0.78, -1.95, 1.78], [-0.19, -1.03, 1.11], [-2.81, 2.12, -1.29], [1.23, -0.28, -0.26], [2.79, 0.29, 0.82], [-0.21, -0.53, -0.39], [-0.49, 1.67, -0.11], [-0.67, -0.26, -0.03], [-3.04, -0.82, 3.21], [2.95, 0.11, -2.54], [0.20, -2.14, -2.96], [-0.69, -0.31, 0.53], [0.62, 0.20, 0.58], [-0.32, 1.17, -0.71], [-0.38, 0.33, -0.59], [-0.90, -3.53, 0.59], [-0.51, 2.35, -0.03], [1.22, -1.79, 0.89], [-0.77, 1.73, -1.21], [0.25, -0.48, 0.22], [-0.19, -0.30, -1.11], [1.39, 0.80, -0.22], [-0.66, -0.42, 0.48], [-0.49, -0.41, -0.22], [-0.37, 0.05, 0.46], [0.61, 0.09, -0.06], [-0.18, 0.10, -0.08], [-0.37, 0.63, -0.13], [-0.36, -0.58, -0.02], [1.04, -0.21, 0.61], [0.28, 0.33, -0.23], [-0.22, -0.36, -0.77], [0.43, 0.20, -0.75], [-0.17, 0.04, -0.54], [1.59, 0.49, -0.87], [-0.94, 1.35, -0.67], [0.35, -0.55, -0.15], [-0.18, -0.05, 0.45], [0.67, 0.64, 0.15], [0.01, 0.21, 0.31], [1.53, 1.24, 0.82], [0.00, -0.85, -0.01], [-0.11, -0.70, 0.41], [0.82, -0.45, -0.23], [0.55, 1.54, 1.45], [-1.23, 0.56, 2.36], [0.89, -0.80, -2.09], [-1.07, 0.46, 0.85], [-0.31, -0.09, 0.77], [0.70, 0.37, -0.44], [-2.02, 1.47, 1.73], [0.84, -1.85, -1.39], [-0.88, -0.34, 0.37], [0.42, -0.05, -0.61], [1.71, 0.27, -1.71], [-0.47, -0.62, 0.21], [-0.02, -0.67, -1.46], [0.25, 0.56, -0.18], [0.40, -0.69, -0.07], [0.12, 0.00, -0.05], [0.11, -0.41, 0.09], [0.06, -0.18, -0.24], [0.05, -0.34, -0.04], [0.10, 0.50, 0.31], [0.04, 1.26, 2.05], [0.58, 0.57, -1.15], [-1.12, -0.02, -0.27], [0.37, -1.62, -0.58], [0.29, 0.76, 0.55], [-0.89, -0.21, -0.25], [-0.03, -0.48, -1.96], [-0.34, -0.07, 1.45], [-1.49, 1.15, 1.86], [0.86, -0.29, -0.81], [0.93, -0.26, -1.35], [-0.70, -0.95, 0.46], [0.54, 0.66, 0.54], [0.93, 0.26, -0.19], [1.07, -0.11, 0.22], [-0.39, 0.32, -0.05], [-0.66, -0.52, -0.61]],
  "mulliken_charge": [1.642, 0.045, 0.069, -0.573, -0.178, -1.626, -0.095, -0.676, 1.940, 0.525, -0.553, -1.879, 0.582, 1.501, 0.069, -0.321, -1.064, 0.242, -0.009, -0.973, -0.006, 0.056, -0.345, 0.994, 0.364, -0.955, 0.048, -0.527, -0.170, 0.019, -0.813, 0.057, 0.768, -1.827, -1.513, 0.571, -0.023, 2.064, -0.069, -1.669, -0.914, 0.339, -0.208, -1.214, -0.427, -0.772, 0.368, 0.012, -0.624, -0.111, -1.477, -1.394, -0.543, 0.273, 0.519, 0.390, 0.408, 0.479, 0.296, 0.536, 0.325, 0.449, 0.439, 0.474, 0.280, 0.452, 0.588, 0.616, 0.623, 0.437, 0.485, 0.513, 0.375, 0.257, 0.243, 0.536, 0.812, -0.646, 0.614, -0.726, -1.057, 1.974, -1.072, -0.482, -0.822, 0.186, -0.186, -1.175, 0.607, -0.490, -0.189, 0.651, 0.444, 0.290, 0.374, 0.287, 0.437, -0.875, -0.149, -0.813, 0.974, 0.435, -1.391, -0.795, -0.756, 1.384, -1.118, 0.474, 0.249, 0.688, 0.184, 0.240, 0.277, 0.440],
  "total_energy_ev": -118525.84017,
  "homo_lumo_gap_ev": [4.68, 4.68],
  "max_force_ev_per_a": 6.15,
  "de_lowest_kj_mol": 388.8,
  "total_charge": -2
}